# 1
A cluster of 7 separate species, C30H58F10O11S6 in total at a distorted geometry. Source: OMol25; level of theory: ωB97M-V/def2-TZVPD.

Calculated values
Orbital gap: 8.45 eV

CARTESIAN COORDINATES (ANGSTROEM)
C: 5.652 -2.847 2.046
C: 6.480 -1.848 1.206
C: 5.693 -1.127 0.099
C: 5.145 -2.158 -0.890
C: 4.675 -0.145 0.655
F: 4.347 -0.412 1.963
O: 5.277 1.183 0.716
C: 4.255 2.003 1.072
O: 4.358 3.048 1.626
O: 3.086 1.453 0.662
C: 3.413 0.277 -0.117
C: 2.221 -0.665 -0.134
C: 1.715 -1.141 1.232
C: 0.275 -1.628 1.205
O: 0.241 -3.057 1.414
C: -0.763 -3.477 2.227
C: -0.310 -4.286 3.400
O: -1.916 -3.205 2.018
C: 3.764 0.693 -1.574
C: 3.328 2.094 -2.012
C: 1.899 2.246 -2.533
F: 1.397 1.059 -2.980
F: 1.928 3.092 -3.616
C: 0.882 2.904 -1.568
F: 1.449 4.042 -1.101
F: 0.602 2.084 -0.531
C: -0.470 3.305 -2.239
F: -0.310 4.443 -2.942
F: -0.894 2.332 -3.071
C: -1.606 3.555 -1.201
F: -2.584 4.239 -1.793
F: -2.107 2.404 -0.767
F: -1.166 4.260 -0.162
H: 5.976 -3.873 1.897
H: 5.760 -2.630 3.107
H: 4.587 -2.772 1.846
H: 7.243 -2.418 0.682
H: 6.958 -1.125 1.862
H: 6.422 -0.519 -0.437
H: 4.284 -2.707 -0.513
H: 5.931 -2.878 -1.058
H: 4.934 -1.720 -1.863
H: 2.460 -1.530 -0.750
H: 1.402 -0.165 -0.646
H: 1.829 -0.333 1.953
H: 2.344 -1.950 1.601
H: -0.215 -1.395 0.259
H: -0.312 -1.146 1.985
H: 0.549 -4.900 3.138
H: -0.045 -3.619 4.217
H: -1.123 -4.934 3.711
H: 4.850 0.693 -1.657
H: 3.407 -0.067 -2.260
H: 3.533 2.846 -1.258
H: 3.943 2.361 -2.870
C: -7.293 -3.988 1.479
S: -6.018 -5.125 0.920
O: -5.907 -6.192 1.950
C: -4.662 -3.980 1.177
H: -8.252 -4.501 1.447
H: -7.074 -3.676 2.500
H: -7.310 -3.124 0.813
H: -4.638 -3.657 2.218
H: -4.790 -3.122 0.517
H: -3.736 -4.490 0.934
C: 1.060 3.501 -7.214
S: 2.534 2.519 -6.920
O: 3.699 3.359 -7.296
C: 2.267 1.363 -8.272
H: 1.059 4.316 -6.492
H: 1.086 3.902 -8.227
H: 0.176 2.881 -7.066
H: 2.215 1.910 -9.214
H: 1.344 0.810 -8.098
H: 3.109 0.675 -8.290
C: -5.138 1.198 3.592
S: -4.039 -0.081 2.985
O: -4.086 -1.199 3.968
C: -2.527 0.837 3.315
H: -6.156 0.825 3.525
H: -4.893 1.434 4.626
H: -5.041 2.081 2.961
H: -2.479 1.090 4.374
H: -2.514 1.739 2.703
H: -1.685 0.202 3.047
C: 9.016 -3.075 -4.424
S: 7.556 -3.438 -3.444
O: 7.753 -2.782 -2.123
C: 7.904 -5.184 -3.214
H: 9.013 -2.009 -4.639
H: 9.907 -3.337 -3.855
H: 8.973 -3.638 -5.356
H: 8.871 -5.300 -2.726
H: 7.898 -5.684 -4.182
H: 7.119 -5.598 -2.584
C: -6.440 5.997 5.379
S: -5.347 4.706 4.773
O: -5.396 3.605 5.768
C: -3.817 5.602 5.065
H: -7.459 5.620 5.324
H: -6.186 6.230 6.413
H: -6.341 6.881 4.749
H: -3.746 5.863 6.121
H: -3.798 6.498 4.444
H: -2.993 4.948 4.790
C: -8.979 -0.236 1.884
S: -7.795 -0.136 0.537
O: -6.788 0.885 0.916
C: -8.915 0.621 -0.647
H: -8.462 -0.646 2.750
H: -9.353 0.762 2.114
H: -9.797 -0.898 1.599
H: -9.290 1.561 -0.241
H: -9.736 -0.063 -0.856
H: -8.353 0.810 -1.559

---

# 2
A cluster of 6 separate species, C30H58N2O18 in total at a distorted geometry. Source: OMol25; level of theory: ωB97M-V/def2-TZVPD.

Calculated values
Orbital gap: 9.78 eV
SMILES: CCN(CC[C@@]1(N)COC(=O)C1)C(C)=O.CCOC(=O)OC.CCOC(=O)OC.CCOC(=O)OC.CCOC(=O)OC.CCOC(=O)OC

CARTESIAN COORDINATES (ANGSTROEM)
C: -4.903 -0.893 0.735
C: -3.651 -0.635 -0.074
N: -3.923 -0.122 -1.418
C: -2.683 -0.063 -2.207
C: -2.365 -1.401 -2.865
C: -1.092 -2.201 -2.468
N: -0.091 -1.542 -1.624
C: -1.443 -3.521 -1.750
O: -0.613 -4.536 -2.308
C: -0.205 -4.171 -3.562
O: 0.165 -5.029 -4.456
C: -0.337 -2.684 -3.711
C: -4.589 1.145 -1.306
C: -3.749 2.371 -1.068
O: -5.847 1.209 -1.315
H: -5.342 -1.846 0.483
H: -4.643 -0.885 1.786
H: -5.635 -0.113 0.588
H: -2.982 0.041 0.465
H: -3.112 -1.569 -0.196
H: -2.821 0.668 -2.991
H: -1.863 0.299 -1.591
H: -3.228 -2.043 -2.745
H: -2.295 -1.206 -3.926
H: 0.102 -0.611 -1.963
H: -0.492 -1.415 -0.705
H: -1.205 -3.476 -0.696
H: -2.478 -3.799 -1.898
H: 0.646 -2.235 -3.724
H: -0.817 -2.490 -4.659
H: -2.952 2.478 -1.790
H: -3.298 2.332 -0.085
H: -4.399 3.229 -1.144
C: -8.557 1.988 4.973
C: -7.942 2.668 3.770
O: -6.617 3.152 4.043
C: -5.666 2.229 4.020
O: -5.811 1.067 3.755
O: -4.511 2.825 4.293
C: -3.387 1.947 4.306
H: -8.540 2.655 5.835
H: -9.591 1.721 4.760
H: -8.012 1.081 5.229
H: -8.503 3.559 3.500
H: -7.913 2.006 2.905
H: -3.321 1.382 3.378
H: -3.463 1.259 5.145
H: -2.514 2.583 4.418
C: 2.522 -3.173 1.684
C: 2.105 -1.738 1.454
O: 0.927 -1.421 2.226
C: 1.201 -1.182 3.501
O: 2.307 -1.074 3.951
O: 0.071 -1.031 4.178
C: 0.276 -0.779 5.572
H: 1.694 -3.848 1.469
H: 3.356 -3.422 1.029
H: 2.835 -3.329 2.715
H: 1.820 -1.595 0.414
H: 2.912 -1.047 1.696
H: 0.934 0.073 5.718
H: 0.696 -1.658 6.057
H: -0.703 -0.567 5.982
C: -2.049 5.006 2.524
C: -1.036 5.379 3.584
O: -0.338 4.230 4.086
C: 0.639 3.776 3.308
O: 1.012 4.264 2.279
O: 1.153 2.701 3.892
C: 2.208 2.062 3.163
H: -2.735 4.250 2.907
H: -2.625 5.884 2.234
H: -1.557 4.609 1.638
H: -1.529 5.799 4.458
H: -0.316 6.106 3.213
H: 2.997 2.768 2.914
H: 1.813 1.616 2.252
H: 2.592 1.280 3.809
C: 6.670 -1.856 -1.934
C: 5.488 -0.914 -1.898
O: 5.073 -0.621 -0.554
C: 5.808 0.268 0.100
O: 6.746 0.880 -0.328
O: 5.270 0.410 1.307
C: 5.920 1.339 2.177
H: 6.450 -2.762 -1.369
H: 6.892 -2.132 -2.965
H: 7.555 -1.391 -1.503
H: 4.617 -1.374 -2.359
H: 5.699 0.015 -2.426
H: 6.022 2.316 1.711
H: 6.899 0.977 2.485
H: 5.270 1.409 3.043
C: 4.897 -0.309 -8.289
C: 5.583 -0.752 -7.016
O: 4.640 -1.102 -5.990
C: 4.077 -2.298 -6.120
O: 4.312 -3.104 -6.976
O: 3.239 -2.467 -5.103
C: 2.534 -3.714 -5.117
H: 4.204 0.506 -8.082
H: 5.637 0.039 -9.009
H: 4.340 -1.129 -8.738
H: 6.159 0.063 -6.585
H: 6.253 -1.592 -7.192
H: 3.226 -4.548 -5.191
H: 1.834 -3.744 -5.949
H: 1.994 -3.759 -4.177

---

The records above yield total energy values of -5393.18284; -2641.77987 a.u., respectively.